{
  "formula": "C32H74Cl2CuN2O14P3",
  "method": "the ωB97M-V functional and the def2-TZVPD basis",
  "lumo_energy_ha": 0.0152,
  "gap_ev": 5.43,
  "species": ["Cu", "C", "C", "C", "C", "C", "C", "N", "O", "C", "C", "C", "H", "H", "H", "H", "H", "H", "H", "H", "H", "H", "H", "H", "H", "H", "H", "H", "H", "H", "C", "O", "N", "C", "C", "H", "H", "H", "H", "H", "H", "H", "Cl", "C", "C", "Cl", "H", "H", "H", "H", "C", "C", "O", "P", "O", "O", "C", "C", "O", "C", "C", "H", "H", "H", "H", "H", "H", "H", "H", "H", "H", "H", "H", "H", "H", "H", "C", "C", "O", "P", "O", "O", "C", "C", "O", "C", "C", "H", "H", "H", "H", "H", "H", "H", "H", "H", "H", "H", "H", "H", "H", "H", "C", "C", "O", "P", "O", "O", "C", "C", "O", "C", "C", "H", "H", "H", "H", "H", "H", "H", "H", "H", "H", "H", "H", "H", "H", "H"],
  "coordinates": [[-5.6021, 13.9796, 14.0077], [-6.2906, 17.7271, 16.7974], [-6.6680, 16.5153, 15.9168], [-8.2331, 16.4578, 15.7681], [-8.7579, 17.3245, 14.6600], [-8.0485, 17.0549, 13.3259], [-6.5042, 17.1113, 13.3271], [-5.9973, 16.3494, 14.5856], [-4.5806, 16.1020, 14.6019], [-6.0088, 18.6389, 13.3225], [-6.0883, 16.3866, 11.9833], [-6.4542, 15.2539, 16.7582], [-6.4351, 18.6044, 16.1669], [-5.2358, 17.8758, 17.0286], [-6.9186, 17.9327, 17.6642], [-8.8265, 16.6398, 16.6641], [-8.5575, 15.4459, 15.5255], [-8.5006, 18.3522, 14.9164], [-9.8464, 17.3335, 14.6038], [-8.3782, 17.8914, 12.7097], [-8.3837, 16.1381, 12.8408], [-6.7825, 19.3634, 13.5767], [-5.5519, 19.0314, 12.4141], [-5.2139, 18.8225, 14.0453], [-6.5554, 16.9233, 11.1576], [-6.4749, 15.3698, 11.9140], [-5.0164, 16.3291, 11.7941], [-6.7534, 14.3124, 16.2978], [-6.9959, 15.3822, 17.6954], [-5.4273, 15.0251, 17.0433], [-2.8443, 18.9224, 15.7151], [-3.3398, 19.9154, 16.2322], [-1.5734, 18.5315, 15.9474], [-1.0705, 17.3648, 15.2770], [-0.6092, 19.0689, 16.9196], [-3.3282, 18.3010, 14.9458], [-0.4045, 17.7071, 14.4850], [-1.8452, 16.7969, 14.7619], [-0.5024, 16.6772, 15.9036], [0.3441, 19.1572, 16.3985], [-0.9186, 20.0249, 17.3420], [-0.2995, 18.3460, 17.6743], [-0.8495, 13.7170, 13.9926], [0.9669, 13.7031, 13.7858], [1.5494, 15.1143, 13.8677], [0.8887, 16.1046, 12.5119], [1.2490, 13.2708, 12.8258], [1.4503, 13.1959, 14.6208], [2.6262, 15.2738, 13.9256], [1.2969, 15.5075, 14.8525], [-0.9718, 14.4492, 17.9519], [-2.4484, 14.1371, 17.4379], [-2.6131, 12.7631, 17.6624], [-3.1494, 11.8720, 16.3559], [-3.9259, 12.7392, 15.3877], [-1.7874, 11.1951, 15.7340], [-1.9025, 10.4736, 14.5934], [-0.6184, 9.7610, 14.2754], [-3.9342, 10.6308, 17.0500], [-5.1954, 10.8456, 17.7193], [-6.3472, 10.2586, 16.9442], [-0.9412, 14.5610, 19.0357], [-0.2594, 13.6718, 17.6757], [-0.8203, 15.4550, 17.5601], [-3.1271, 14.8756, 17.8646], [-2.5378, 14.4454, 16.3962], [-2.7097, 9.7519, 14.7185], [-2.1586, 11.1684, 13.7936], [-0.2194, 9.0656, 15.0139], [-0.6332, 9.2994, 13.2881], [0.1645, 10.5152, 14.1948], [-5.2057, 10.3520, 18.6911], [-5.4094, 11.9096, 17.8197], [-7.3090, 10.6148, 17.3130], [-6.3081, 10.6222, 15.9174], [-6.4322, 9.1878, 16.7589], [-9.1826, 9.9211, 11.8246], [-9.5012, 11.4416, 11.7183], [-9.7953, 11.7495, 13.0864], [-9.4067, 13.2696, 13.6661], [-7.9558, 13.5979, 13.7618], [-10.3322, 14.2232, 12.7652], [-11.7530, 14.2121, 12.8888], [-12.3567, 14.3805, 11.4454], [-10.2021, 13.3816, 15.0655], [-9.6743, 12.7945, 16.2662], [-10.5573, 11.6124, 16.8121], [-8.4121, 9.6197, 12.5343], [-10.0638, 9.2971, 11.9740], [-8.8452, 9.6262, 10.8310], [-8.5950, 11.8876, 11.3084], [-10.3687, 11.6298, 11.0858], [-12.0772, 13.2356, 13.2488], [-12.0063, 15.0030, 13.5948], [-12.0131, 13.5518, 10.8263], [-13.4381, 14.2502, 11.4862], [-12.0669, 15.3502, 11.0406], [-8.6724, 12.3810, 16.1510], [-9.6802, 13.4867, 17.1083], [-10.6194, 10.7201, 16.1891], [-10.2201, 11.3253, 17.8080], [-11.5550, 11.9963, 17.0246], [-6.9459, 12.0861, 7.1832], [-5.7756, 12.3476, 8.0746], [-6.1414, 12.6544, 9.3865], [-5.0339, 12.3318, 10.5849], [-5.3212, 13.0200, 11.9210], [-5.1327, 10.6963, 10.5893], [-4.4239, 10.1270, 11.6360], [-4.9679, 8.6940, 11.6297], [-3.5627, 12.6446, 9.9697], [-3.2028, 14.0443, 9.7563], [-2.1950, 14.3933, 10.8598], [-7.5418, 11.2826, 7.6161], [-7.5779, 12.9683, 7.0812], [-6.6900, 11.8272, 6.1558], [-5.1656, 11.4443, 8.0759], [-5.0302, 12.9896, 7.6053], [-3.3474, 10.1533, 11.4670], [-4.5931, 10.6982, 12.5488], [-4.8858, 8.1491, 10.6892], [-4.5629, 8.0800, 12.4341], [-6.0262, 8.7391, 11.8867], [-2.7469, 14.1101, 8.7684], [-4.0467, 14.7320, 9.8102], [-1.7380, 15.3617, 10.6557], [-2.7203, 14.4811, 11.8108], [-1.3557, 13.6986, 10.8937]]
}